[1]
Below is a molecular structure, C19H28N2O6PPdS2SiTe, with properties calculated with ωB97M-V/def2-TZVPD.

Values from the calculation:
Gap between HOMO and LUMO (spin up / spin down) in Eh: 0.29734 / 0.20738
Total charge: 0
Energy in eV: -85033.60027
ΔE to the lowest compared entry with this formula, charge and spin in kJ/mol: 80.5
Multiplicity: 2

Last column: Mulliken charge in e.
Geometry (Å):
Pd (-0.17610, 0.27468, -1.09028)  0.26
O (4.80522, -1.30697, -1.73248)  -0.67
S (4.08637, -0.90758, -0.55953)  1.06
O (3.82920, -1.88071, 0.46341)  -0.64
N (2.65683, -0.17262, -1.00253)  -0.43
C (2.64628, 1.07736, -0.63393)  1.20
S (1.32035, 2.12561, -0.85596)  -0.62
C (3.90376, 1.56615, 0.02942)  0.09
C (4.20462, 2.83174, 0.50271)  -0.59
C (5.44950, 3.02834, 1.08832)  -0.62
C (6.36175, 1.98204, 1.19948)  -0.47
C (6.05640, 0.71120, 0.72707)  -0.60
C (4.81654, 0.54050, 0.14655)  -0.03
H (3.48600, 3.63539, 0.41518)  0.45
H (5.71393, 4.00768, 1.46455)  0.39
H (7.32386, 2.16108, 1.66175)  0.39
H (6.75655, -0.10888, 0.80816)  0.43
O (-1.06058, 0.73023, 1.32930)  -0.48
N (-1.99670, 1.59207, 1.51367)  0.34
C (-1.74263, 2.91498, 1.39331)  -0.25
C (-2.74933, 3.84068, 1.56465)  -0.72
C (-4.03543, 3.42354, 1.86995)  -0.27
C (-4.27244, 2.06164, 1.99252)  -0.73
C (-3.24684, 1.16261, 1.80802)  -0.13
H (-0.71579, 3.14676, 1.15001)  0.50
H (-2.50951, 4.88891, 1.45558)  0.41
H (-4.83206, 4.14043, 2.00693)  0.40
H (-5.25727, 1.67988, 2.22114)  0.40
H (-3.34008, 0.08656, 1.84524)  0.41
C (-3.20366, 1.24436, -1.63969)  -0.78
Si (-1.61321, 1.22044, -2.63540)  0.80
C (-1.02555, 2.95446, -3.01875)  -1.23
C (-1.91954, 0.35879, -4.27029)  -1.22
H (-4.04968, 1.38664, -2.31953)  0.48
H (-3.20606, 2.06662, -0.92224)  0.10
H (-3.35841, 0.31058, -1.09466)  0.16
H (-1.71459, 3.41312, -3.73541)  0.36
H (-0.02647, 2.94988, -3.45420)  0.30
H (-0.99095, 3.57807, -2.12428)  0.30
H (-2.57792, 0.99477, -4.86934)  0.33
H (-2.40258, -0.61067, -4.14611)  0.36
H (-0.99664, 0.21012, -4.83465)  0.32
C (-1.38772, -5.96448, -0.82043)  -1.03
C (-1.84641, -5.05486, 0.29496)  -0.33
O (-0.84584, -4.04125, 0.53907)  -0.23
P (-1.13153, -2.51273, 0.19552)  0.70
O (-2.52803, -2.11391, 0.44018)  -0.79
Te (-0.49899, -1.98077, -2.11084)  -0.13
O (0.04213, -1.78151, 0.93753)  0.33
C (0.26097, -1.88214, 2.37283)  -0.36
C (1.36328, -2.86893, 2.66651)  -0.95
H (-2.12392, -6.75343, -0.97964)  0.38
H (-0.43106, -6.42434, -0.57554)  0.26
H (-1.27269, -5.41075, -1.75317)  0.24
H (-1.95617, -5.59723, 1.23377)  0.33
H (-2.79802, -4.57234, 0.06966)  0.31
H (-0.68228, -2.15071, 2.85262)  0.40
H (0.51915, -0.87046, 2.67727)  0.30
H (1.05425, -3.88674, 2.43204)  0.24
H (1.61553, -2.81572, 3.72733)  0.40
H (2.25019, -2.62819, 2.08268)  0.14

---

[2]
Below is a single C19H28N2OS2 molecule in a non-equilibrium geometry, with properties calculated with ωB97M-V/def2-TZVPD.

Values from the calculation:
Gap between HOMO and LUMO in Eh: 0.30189
Total charge: 0
Energy in eV: -46856.12131
ΔE to the lowest compared entry with this formula, charge and spin in kJ/mol: 9.9

Last column: Mulliken charge in e.
Geometry (Å):
C (-6.54501, -1.98047, 1.94591)  -1.38
C (-6.42741, -1.03201, 0.75884)  -0.12
C (-6.20647, 0.40889, 1.21380)  -0.63
C (-6.24940, 1.42568, 0.07173)  -0.90
C (-5.21094, 1.20338, -1.02875)  -0.86
C (-3.77141, 1.27125, -0.52567)  -0.21
C (-2.76908, 1.13457, -1.66821)  -0.83
C (-1.33935, 1.15158, -1.16350)  -0.92
H (-1.12579, 2.02370, -0.54857)  0.56
H (-0.62350, 1.08498, -1.98070)  0.47
S (-1.08104, -0.32870, -0.06983)  0.49
O (-1.32502, -1.49659, -0.93636)  -0.74
C (0.70643, -0.16254, -0.00615)  0.16
C (1.62193, -1.12633, -0.32301)  -0.13
N (1.31855, -2.40104, -0.71502)  -0.45
H (1.99345, -2.86575, -1.29950)  0.22
H (0.34704, -2.53438, -0.96863)  0.28
C (2.96743, -0.65782, -0.11954)  0.83
C (4.19291, -1.27899, -0.33953)  -1.05
C (5.36385, -0.59492, -0.05880)  1.01
C (5.27267, 0.71390, 0.44499)  0.47
N (4.11381, 1.31697, 0.66049)  -0.61
C (3.01033, 0.65520, 0.38860)  -0.31
S (1.42013, 1.31584, 0.62234)  -0.30
C (6.49132, 1.51104, 0.80545)  -0.54
C (7.75844, 0.95531, 0.16703)  -0.73
C (7.83355, -0.54688, 0.41357)  -0.83
C (6.69457, -1.24149, -0.32476)  -0.88
H (6.64846, -2.29759, -0.04738)  0.39
H (6.88688, -1.19821, -1.40264)  0.31
H (8.78986, -0.94532, 0.06983)  0.35
H (7.75196, -0.74235, 1.48495)  0.33
H (8.63189, 1.45628, 0.58756)  0.33
H (7.74634, 1.14607, -0.90838)  0.30
H (6.32353, 2.55077, 0.52067)  0.33
H (6.58994, 1.49162, 1.89540)  0.25
H (4.23475, -2.29032, -0.72144)  0.37
H (-2.93863, 0.18662, -2.18514)  0.37
H (-2.91267, 1.94211, -2.39110)  0.41
H (-3.59343, 0.46340, 0.18647)  0.29
H (-3.61025, 2.22029, -0.00802)  0.25
H (-5.38027, 0.23653, -1.50474)  0.33
H (-5.35374, 1.97175, -1.79351)  0.41
H (-6.10784, 2.42472, 0.49233)  0.34
H (-7.24276, 1.39919, -0.38354)  0.37
H (-6.98893, 0.67341, 1.93024)  0.45
H (-5.25187, 0.47975, 1.73803)  0.26
H (-7.33982, -1.08503, 0.15989)  0.30
H (-5.59493, -1.35400, 0.13175)  0.20
H (-6.69520, -3.00262, 1.60616)  0.37
H (-7.38573, -1.70192, 2.57824)  0.34
H (-5.63952, -1.94957, 2.54812)  0.33

---

[3]
Below is a molecular structure, C19H29As3NO2Pd in a non-equilibrium geometry, with properties calculated with ωB97M-V/def2-TZVPD.

Values from the calculation:
Gap between HOMO and LUMO in Eh: 0.28295
Total charge: +1
Energy in eV: -211749.54348

Last column: Mulliken charge in e.
Geometry (Å):
Pd (0.17031, -0.50348, -0.50873)  -1.03
C (2.06749, -1.66626, 2.53416)  -1.22
As (0.40572, -0.94599, 1.87571)  1.24
C (-0.89764, -1.94753, 2.87876)  -1.31
C (0.37695, 0.77971, 2.74894)  0.29
C (0.20487, 0.87206, 4.12725)  -0.61
C (0.18334, 2.11455, 4.74219)  -0.80
C (0.32353, 3.26933, 3.98049)  -0.77
C (0.50470, 3.17505, 2.60896)  -0.57
C (0.53633, 1.92709, 1.99342)  0.25
As (0.89551, 1.75767, 0.10532)  1.04
C (2.69523, 2.44209, 0.01468)  -1.25
C (-0.14991, 3.15847, -0.68722)  -1.23
H (2.05978, -1.60873, 3.62095)  0.43
H (2.89143, -1.07915, 2.13760)  0.36
H (2.18041, -2.70111, 2.21944)  0.40
H (-0.56564, -2.01945, 3.91151)  0.51
H (-0.98958, -2.94656, 2.46075)  0.43
H (-1.85810, -1.44074, 2.82539)  0.41
H (0.08449, -0.01838, 4.73129)  0.30
H (0.05341, 2.18299, 5.81428)  0.41
H (0.29164, 4.24112, 4.45456)  0.41
H (0.61431, 4.07993, 2.02369)  0.33
H (2.71541, 3.38602, 0.55538)  0.44
H (2.97219, 2.60539, -1.02492)  0.44
H (3.38864, 1.73837, 0.46746)  0.35
H (0.21653, 4.11959, -0.33137)  0.56
H (-1.18958, 3.00409, -0.41232)  0.37
H (-0.05536, 3.10913, -1.77065)  0.33
O (-2.75815, -0.66593, -2.54503)  -0.68
C (-2.00457, 0.17102, -2.04059)  0.01
O (-1.91906, 0.54461, -0.83668)  -0.59
C (-0.92622, 0.74242, -2.92566)  1.10
C (-1.16390, 1.57649, -4.00633)  -0.68
C (-0.08348, 2.05547, -4.72211)  -0.33
C (1.20129, 1.66662, -4.36005)  -0.64
C (1.35996, 0.81321, -3.28910)  -0.67
N (0.31932, 0.35870, -2.57733)  0.17
H (-2.18142, 1.83693, -4.26397)  0.51
H (-0.23482, 2.72406, -5.56037)  0.44
H (2.06814, 2.01156, -4.90640)  0.45
H (2.33857, 0.46763, -2.98369)  0.53
C (-2.58370, -2.76725, -0.16743)  -1.06
As (-0.85944, -2.68081, -1.02091)  0.86
C (0.09048, -4.11689, -0.11974)  -0.88
C (-1.17903, -3.46752, -2.73980)  -1.15
H (-2.92463, -3.80144, -0.17374)  0.46
H (-3.26721, -2.13032, -0.72744)  0.38
H (-2.51070, -2.40094, 0.84886)  0.24
H (-0.59973, -4.92859, 0.10741)  0.38
H (0.53560, -3.75065, 0.80055)  0.12
H (0.88793, -4.49352, -0.75877)  0.39
H (-1.58815, -4.45886, -2.55360)  0.41
H (-0.25164, -3.54570, -3.30063)  0.38
H (-1.89183, -2.84557, -3.27439)  0.34

---

[4]
Below is a molecular structure, C19H29BiIN3O6S3SbSi, with properties calculated with ωB97M-V/def2-TZVPD.

Values from the calculation:
Gap between HOMO and LUMO (spin up / spin down) in Eh: 0.19520 / 0.21607
Total charge: -2
Energy in eV: -97797.10651
ΔE to the lowest compared entry with this formula, charge and spin in kJ/mol: 0.0
Multiplicity: 2

Last column: Mulliken charge in e.
Geometry (Å):
Bi (-0.92863, -0.78261, -0.36018)  1.51
O (2.43436, -3.64334, 0.40576)  -0.78
C (1.56198, -2.86599, 0.79162)  -0.55
O (0.49812, -2.57559, 0.13995)  -0.78
C (1.70253, -2.28222, 2.20378)  0.41
C (0.34788, -2.10571, 2.90558)  -0.22
C (0.55210, -1.97688, 4.42437)  -1.11
C (1.11356, -0.53402, 4.52889)  -0.98
C (1.13454, -0.12272, 3.04718)  0.06
O (-0.03698, -0.77377, 2.54747)  -0.10
C (2.29677, -0.83853, 2.33365)  0.30
C (2.71457, -0.10198, 1.04926)  -0.16
O (3.89374, 0.27600, 0.96568)  -0.86
O (1.78386, 0.15097, 0.22347)  -0.59
H (2.33750, -2.97984, 2.74943)  0.37
H (-0.42678, -2.79912, 2.58552)  0.57
H (1.23108, -2.73531, 4.81764)  0.37
H (-0.40406, -2.06708, 4.94145)  0.37
H (2.10523, -0.48778, 4.98178)  0.41
H (0.44380, 0.11396, 5.09704)  0.23
H (1.06865, 0.94498, 2.85108)  0.46
H (3.18018, -0.85685, 2.97092)  0.40
S (-5.41377, 0.82917, 1.95064)  -0.68
Sb (-4.42759, -0.41422, 0.30429)  0.58
S (-3.17813, 0.72678, -1.29896)  -0.55
S (-2.79053, -1.92010, 1.13622)  -0.67
C (-1.03486, 3.75668, -2.79263)  -0.68
N (0.35668, 3.47583, -2.50111)  -0.20
C (0.75551, 2.20416, -2.13390)  -0.10
N (2.03133, 2.07102, -1.69029)  -0.39
O (-0.01011, 1.24715, -2.25360)  -0.28
H (-1.16278, 4.16133, -3.80016)  0.28
H (-1.45365, 4.46373, -2.07225)  0.27
H (-1.59508, 2.82660, -2.71632)  0.11
H (0.92488, 4.23550, -2.16949)  0.24
H (2.50999, 2.90994, -1.40183)  0.27
H (2.13891, 1.27203, -1.02182)  0.41
C (-1.26800, -0.61019, -4.69508)  -0.65
Si (-0.52265, -2.01333, -3.69216)  0.33
C (-0.73961, -3.57914, -4.73877)  -1.12
C (1.31560, -1.75240, -3.43640)  -0.69
C (-1.35488, -2.24240, -2.05751)  -0.75
H (-0.80002, -0.54634, -5.68342)  0.27
H (-1.13553, 0.33997, -4.17868)  0.04
H (-2.34130, -0.77414, -4.83205)  0.27
H (-0.24059, -3.47738, -5.70826)  0.26
H (-1.79954, -3.77912, -4.92198)  0.28
H (-0.31746, -4.44930, -4.22908)  0.28
H (1.88146, -1.86324, -4.36672)  0.38
H (1.69338, -2.47743, -2.70862)  0.23
H (1.51091, -0.75782, -3.03062)  0.09
H (-0.97764, -3.15906, -1.59642)  0.28
H (-2.44379, -2.29430, -2.12910)  0.52
I (1.26290, 4.90395, 1.16912)  -0.01
C (-0.06438, 3.51060, 1.98116)  -0.46
C (-0.37160, 3.53965, 3.33089)  -0.35
C (-1.25801, 2.59137, 3.81717)  -0.73
C (-1.79547, 1.66349, 2.93446)  -0.30
N (-1.48815, 1.64536, 1.64388)  0.29
C (-0.63730, 2.54253, 1.16802)  0.30
H (0.07239, 4.27945, 3.98435)  0.37
H (-1.52989, 2.57137, 4.86463)  0.47
H (-2.50000, 0.90659, 3.26079)  0.34
H (-0.40564, 2.47910, 0.11028)  0.10